Record 1
Density functional theory data (wB97M-V/def2-TZVPD) for a single C5H10N2O molecule in a non-equilibrium geometry.

Output
- Total charge: 0
- Highest occupied orbital energy: -0.32391 Eh
- Kohn-Sham gap: 9.82 eV
- Spin multiplicity: 1
- DFT total energy: -10369.69144 eV
- Largest force on an atom: 5.125 eV Å⁻¹
- Structure (SMILES): C=C[C@H]1NON[C@@H]1C

Structure (XYZ):
```
18
C5H10N2O | OMol25 | wB97M-V/def2-TZVPD
O 0.320 -0.456 -2.050
N -0.663 0.290 -1.434
N 0.596 -1.525 -0.996
C -0.466 -1.730 1.130
C 0.554 1.598 0.189
C 0.182 2.859 -0.094
C -0.354 0.466 -0.016
C 0.381 -0.887 0.313
H -0.726 -1.359 2.162
H 0.007 -2.735 1.285
H -0.812 2.781 -0.466
H 1.416 -0.701 0.721
H -1.477 -2.128 0.746
H 1.561 -1.726 -0.953
H -1.267 0.528 0.428
H 0.678 3.688 0.267
H -1.523 -0.240 -1.618
H 1.593 1.278 0.386
```

Here are the Mulliken charges for atoms 1 to 4, given in e: atom 1 (O): -0.297, atom 2 (N): -0.306, atom 3 (N): -0.451, atom 4 (C): -1.517

=====

Record 2
Density functional theory data (wB97M-V/def2-TZVPD) for a single C5H10N2O molecule in a non-equilibrium geometry.

Output
- Total charge: 0
- Highest occupied orbital energy: -0.33187 Eh
- Kohn-Sham gap: 9.98 eV
- Spin multiplicity: 1
- DFT total energy: -10371.27945 eV
- Largest force on an atom: 3.864 eV Å⁻¹
- Structure (SMILES): [H]/N=C(\C)C1(NO)CC1

Structure (XYZ):
```
18
C5H10N2O | OMol25 | wB97M-V/def2-TZVPD
O 0.531 1.588 1.707
N -0.678 1.091 1.109
N 0.342 -2.071 0.556
C -1.891 -0.495 -0.477
C -0.610 0.020 0.005
C 0.570 -0.901 0.139
C -0.938 0.665 -1.276
C 1.909 -0.344 -0.261
H -0.308 0.472 -2.131
H 1.846 0.340 -1.104
H 2.597 -1.143 -0.522
H 2.342 0.201 0.575
H -1.954 -1.551 -0.687
H -1.245 0.727 1.881
H -2.813 -0.025 -0.171
H 1.176 -2.656 0.608
H -1.495 1.589 -1.324
H 0.619 2.492 1.373
```

Here are the Mulliken charges for atoms 1 to 4, given in e: atom 1 (O): -0.427, atom 2 (N): -0.330, atom 3 (N): -0.663, atom 4 (C): -0.951

=====

Record 3
Density functional theory data (wB97M-V/def2-TZVPD) for a gas-phase ion, C5H10N2O (charge +2) in a non-equilibrium geometry.

Output
- Total charge: +2
- Highest occupied orbital energy (alpha / beta): -0.75563 / -0.65413 Eh
- Kohn-Sham gap (alpha / beta): 9.11 / 5.85 eV
- Spin multiplicity: 1
- DFT total energy: -10350.48209 eV
- Largest force on an atom: 4.435 eV Å⁻¹

Structure (XYZ):
```
18
C5H10N2O | OMol25 | wB97M-V/def2-TZVPD
O -2.957 1.652 0.089
N 2.078 0.595 0.232
N -2.148 0.822 0.006
C -2.265 -0.575 0.115
C 0.283 -1.293 0.318
C 1.112 -0.176 0.199
C 2.204 1.962 -0.236
C -1.089 -1.367 -0.448
H 0.858 -2.144 -0.101
H 2.980 0.279 0.645
H 0.100 -1.485 1.388
H 2.504 2.604 0.597
H -3.174 -0.902 -0.424
H 2.998 2.016 -0.987
H 1.276 2.333 -0.667
H -2.449 -0.806 1.180
H -0.925 -1.100 -1.494
H -1.386 -2.417 -0.413
```

Here are the Mulliken charges for atoms 1 to 4, given in e: atom 1 (O): -0.022, atom 2 (N): -0.116, atom 3 (N): 0.497, atom 4 (C): -0.442

=====

Record 4
Density functional theory data (wB97M-V/def2-TZVPD) for a molecular structure, C5H10N2O2 in a non-equilibrium geometry.

Output
- Total charge: 0
- Highest occupied orbital energy: -0.30712 Eh
- Kohn-Sham gap: 8.78 eV
- Spin multiplicity: 1
- DFT total energy: -12417.79052 eV
- Largest force on an atom: 1.909 eV Å⁻¹

Structure (XYZ):
```
19
C5H10N2O2 | OMol25 | wB97M-V/def2-TZVPD
O -0.115 1.827 -0.293
O 1.569 -1.282 0.964
N -1.895 -1.544 -0.354
N -1.772 0.285 -1.787
C -0.232 0.752 0.264
C 2.363 0.269 -0.726
C -0.613 0.541 1.706
C -1.390 -0.437 -0.717
C 1.431 -0.320 0.008
H 2.139 1.211 -1.207
H 3.344 -0.161 -0.890
H 0.163 -0.435 -0.452
H -2.538 -0.034 -2.358
H 2.508 -1.478 1.094
H 0.073 1.119 2.326
H -1.412 -1.960 0.436
H -0.562 -0.503 1.998
H -1.628 0.914 1.845
H -1.433 1.234 -1.858
```

Here are the Mulliken charges for atoms 1 to 4, given in e: atom 1 (O): -0.699, atom 2 (O): -0.462, atom 3 (N): -0.811, atom 4 (N): -0.370

=====

Record 5
Density functional theory data (wB97M-V/def2-TZVPD) for a single C5H10N2O2 molecule in a non-equilibrium geometry.

Output
- Total charge: 0
- Highest occupied orbital energy (alpha / beta): -0.24432 / -0.34702 Eh
- Kohn-Sham gap (alpha / beta): 7.55 / 8.14 eV
- Spin multiplicity: 3
- DFT total energy: -12416.26716 eV
- ⟨S²⟩: 2.008
- Largest force on an atom: 5.664 eV Å⁻¹

Structure (XYZ):
```
19
C5H10N2O2 | OMol25 | wB97M-V/def2-TZVPD
O 0.954 -0.717 -0.292
O -3.284 0.123 0.095
N -2.180 0.670 0.050
N -1.183 -0.130 -0.205
C 0.406 1.160 1.266
C 0.166 0.446 -0.078
C 0.312 1.486 -1.324
C 0.252 -1.983 -0.142
C -1.243 -1.549 -0.170
H 0.444 -2.472 0.847
H 0.042 2.150 1.082
H -0.688 1.872 -1.533
H -0.254 0.618 1.951
H 1.454 1.052 1.736
H -1.721 -1.967 0.655
H -1.654 -2.059 -0.957
H 0.937 2.252 -0.856
H 0.765 0.850 -2.025
H 0.428 -2.575 -0.930
```

Here are the Mulliken charges for atoms 1 to 4, given in e: atom 1 (O): -0.510, atom 2 (O): -0.413, atom 3 (N): -0.280, atom 4 (N): 0.481

=====

Record 6
Density functional theory data (wB97M-V/def2-TZVPD) for a single C5H10N2O3 molecule in a non-equilibrium geometry.

Output
- Total charge: 0
- Highest occupied orbital energy: -0.35335 Eh
- Kohn-Sham gap: 10.31 eV
- Spin multiplicity: 1
- DFT total energy: -14470.84872 eV
- Largest force on an atom: 1.838 eV Å⁻¹
- Structure (SMILES): NC(=O)CC[C@H](N)C(=O)O

Structure (XYZ):
```
20
C5H10N2O3 | OMol25 | wB97M-V/def2-TZVPD
O 2.399 -0.672 1.583
O -2.792 -1.512 -0.509
O -3.115 -0.175 1.232
N 3.515 -0.328 -0.395
N -1.342 1.677 0.247
C 2.424 -0.276 0.420
C -1.352 0.368 -0.331
C -2.528 -0.437 0.207
C 1.160 0.345 -0.244
C -0.077 -0.470 0.033
H -1.571 1.666 1.259
H -1.997 2.318 -0.228
H 4.305 -0.821 0.003
H 3.580 0.110 -1.293
H 1.092 1.310 0.211
H 1.350 0.500 -1.308
H -1.361 0.325 -1.438
H -0.054 -1.402 -0.490
H -0.076 -0.622 1.080
H -3.558 -1.905 -0.037
```

Here are the Mulliken charges for atoms 1 to 4, given in e: atom 1 (O): -0.620, atom 2 (O): -0.439, atom 3 (O): -0.595, atom 4 (N): -0.374